# 1
{
  "formula": "C5H10NO",
  "method": "ωB97M-V/def2-TZVPD",
  "elements": ["O", "C", "C", "C", "C", "C", "N", "H", "H", "H", "H", "H", "H", "H", "H", "H", "H"],
  "xyz": [[-0.288, 2.556, -1.471], [-0.971, 1.723, -0.640], [-0.031, 0.865, 0.205], [0.929, 0.071, -0.651], [0.934, -1.383, -0.106], [-0.311, -1.481, 0.793], [-0.761, -0.130, 1.028], [-1.680, 1.030, -1.151], [-1.596, 2.295, 0.098], [0.586, 1.547, 0.798], [1.957, 0.415, -0.642], [0.548, 0.116, -1.673], [1.850, -1.577, 0.458], [0.860, -2.079, -0.936], [-0.148, -2.082, 1.690], [-1.077, -1.997, 0.195], [-0.803, 0.111, 2.006]],
  "atomic_forces_ev_per_a": [[-0.222, -0.371, 0.129], [0.527, 1.285, -0.326], [0.111, -0.053, 0.387], [-0.051, -1.183, -0.415], [-0.121, 0.478, 0.097], [-0.164, -0.293, -1.121], [-0.063, 0.472, 0.687], [-0.061, -0.275, -0.031], [-0.213, -0.237, 0.066], [-0.279, 0.134, 0.417], [-0.031, 0.480, -0.138], [0.241, -0.033, -0.074], [0.013, -0.078, -0.026], [0.216, -0.344, -0.011], [0.013, 0.170, 0.177], [-0.047, -0.192, 0.228], [0.131, 0.039, -0.047]],
  "charge": -1,
  "homo_ev": -2.0,
  "smiles": "[O-]C[C@@H]1CCCN1"
}

# 2
{
  "formula": "C5H10NO",
  "method": "ωB97M-V/def2-TZVPD",
  "elements": ["C", "C", "C", "C", "N", "C", "O", "H", "H", "H", "H", "H", "H", "H", "H", "H", "H"],
  "xyz": [[2.736, -1.256, -0.210], [1.547, -1.158, 0.410], [0.164, -0.939, -0.024], [-0.107, 0.557, -0.297], [-0.028, 1.482, 0.821], [-1.635, 0.674, -0.828], [-2.467, 0.333, 0.153], [2.786, -1.408, -1.287], [3.625, -1.051, 0.386], [1.712, -1.227, 1.519], [-0.184, -1.468, -0.920], [-0.669, -1.159, 0.682], [0.511, 0.787, -1.196], [0.080, 0.990, 1.704], [-0.822, 2.101, 0.701], [-1.710, 0.176, -1.850], [-1.786, 1.804, -1.091]],
  "atomic_forces_ev_per_a": [[-1.205, 0.214, -0.258], [1.570, -0.640, 1.972], [-1.927, 0.505, 0.012], [-1.467, -0.081, -2.206], [1.677, -0.327, -0.666], [0.386, 0.949, 0.825], [-0.437, -0.613, -0.504], [0.285, 0.385, 0.070], [0.016, -0.639, -0.334], [-0.503, 0.677, -0.731], [0.627, 0.057, -0.208], [0.889, -0.277, 0.215], [0.259, 0.539, 0.665], [-0.745, 0.526, -0.256], [-0.053, -0.401, 0.995], [0.051, -0.213, 0.501], [0.577, -0.663, -0.093]],
  "charge": -1,
  "homo_ev": -2.4,
  "smiles": "C=CC[C@H](N)C[O-]"
}

# 3
{
  "formula": "C5H10NO",
  "method": "ωB97M-V/def2-TZVPD",
  "elements": ["C", "N", "C", "C", "C", "C", "O", "H", "H", "H", "H", "H", "H", "H", "H", "H", "H"],
  "xyz": [[-1.724, -0.372, -2.838], [-0.656, -0.579, -2.201], [-0.707, -0.647, -0.727], [0.355, 0.240, -0.098], [0.580, -0.129, 1.358], [1.509, 0.817, 2.152], [1.765, 0.442, 3.401], [-1.722, -0.041, -3.872], [-2.666, -0.549, -2.294], [-1.690, -0.256, -0.437], [-0.579, -1.702, -0.479], [1.294, 0.038, -0.612], [0.112, 1.287, -0.287], [-0.380, -0.175, 1.895], [0.991, -1.127, 1.491], [1.072, 1.856, 2.036], [2.445, 0.897, 1.512]],
  "atomic_forces_ev_per_a": [[0.058, -0.504, 1.144], [0.572, 1.023, -0.422], [-0.493, 0.033, -1.103], [0.616, -1.016, -0.191], [-0.711, 0.487, 0.757], [0.557, 0.284, -0.272], [-0.187, -0.083, 0.218], [-0.004, -0.464, -0.177], [-0.301, 0.621, -0.377], [-0.125, -0.499, 0.397], [0.026, 0.070, 0.409], [0.116, 0.133, -0.262], [-0.063, 0.084, 0.299], [-0.013, 0.170, 0.002], [0.194, -0.261, -0.375], [-0.188, -0.038, 0.055], [-0.055, -0.040, -0.100]],
  "charge": -1,
  "homo_ev": -2.1,
  "smiles": "C=NCCCC[O-]"
}

# 4
{
  "formula": "C5H10NO",
  "method": "ωB97M-V/def2-TZVPD",
  "elements": ["C", "O", "C", "C", "C", "C", "N", "H", "H", "H", "H", "H", "H", "H", "H", "H", "H"],
  "xyz": [[-1.616, 0.266, 1.881], [-2.234, 1.304, 2.456], [-1.444, 0.319, 0.323], [-0.645, -0.731, -0.413], [0.836, -0.620, -0.263], [1.535, 0.029, -1.218], [2.948, 0.259, -1.163], [-2.123, -0.727, 2.040], [-0.562, 0.059, 2.229], [-1.082, 1.348, 0.146], [-2.457, 0.293, -0.110], [-1.042, -1.724, -0.125], [-0.908, -0.794, -1.492], [1.396, -0.903, 0.630], [0.991, 0.110, -2.170], [3.205, 1.073, -0.624], [3.203, 0.441, -2.127]],
  "atomic_forces_ev_per_a": [[0.528, -0.813, -0.403], [-0.010, 0.043, -0.171], [-1.179, 1.402, 0.006], [-0.332, -1.270, -0.002], [0.974, 1.050, -0.773], [-0.138, -1.642, 0.565], [-1.206, -0.498, -0.431], [-0.136, -0.201, 0.172], [-0.030, 0.150, 0.272], [0.146, -0.415, -0.261], [-0.078, 0.130, 0.142], [0.356, 0.075, 0.526], [0.321, 0.730, 0.304], [-0.514, -0.014, 0.079], [0.577, 0.625, 0.244], [-0.022, 0.378, 0.172], [0.745, 0.270, -0.442]],
  "spin_multiplicity": 2,
  "charge": -2,
  "s2": 0.7509,
  "homo_ev": [3.8, 0.2]
}

# 5
{
  "formula": "C5H10NO",
  "method": "ωB97M-V/def2-TZVPD",
  "elements": ["C", "C", "C", "C", "C", "N", "O", "H", "H", "H", "H", "H", "H", "H", "H", "H", "H"],
  "xyz": [[0.040, 0.275, -0.980], [1.385, 1.327, 2.229], [-0.311, -0.423, 0.075], [-0.504, -0.144, -2.332], [-0.991, -1.576, 0.592], [0.533, 0.501, 1.732], [0.834, 1.349, -0.899], [1.470, 1.474, 3.298], [2.025, 1.880, 1.555], [-1.517, 0.235, -2.471], [-0.522, -1.226, -2.426], [0.128, 0.264, -3.118], [-1.954, -1.356, 1.058], [-0.368, -2.136, 1.289], [-1.161, -2.237, -0.264], [-0.051, 0.025, 2.421], [0.963, 1.769, -1.761]],
  "atomic_forces_ev_per_a": [[-0.071, 0.052, -0.520], [-0.964, -0.983, -1.431], [1.595, 1.680, 1.389], [-0.049, 0.089, 0.243], [-0.311, -0.332, 0.391], [-0.620, -0.566, -0.375], [0.083, 0.191, 0.147], [-0.071, -0.037, 0.128], [0.076, 0.050, -0.041], [0.056, 0.028, 0.021], [-0.004, -0.039, -0.063], [0.077, -0.072, -0.027], [0.026, 0.019, -0.050], [0.069, -0.093, -0.032], [-0.032, -0.006, -0.011], [0.247, 0.187, 0.176], [-0.107, -0.168, 0.057]],
  "charge": 1,
  "homo_ev": -13.7
}

# 6
{
  "formula": "C5H10NO",
  "method": "ωB97M-V/def2-TZVPD",
  "elements": ["C", "C", "N", "C", "C", "C", "O", "H", "H", "H", "H", "H", "H", "H", "H", "H", "H"],
  "xyz": [[0.240, -0.766, 1.784], [0.516, -0.567, 0.477], [0.974, -1.740, -0.461], [0.654, 0.730, -0.063], [-0.743, 1.527, -0.091], [-1.575, 0.743, -1.166], [-1.304, -0.358, -1.574], [0.154, -1.660, 2.256], [0.124, 0.100, 2.371], [0.567, -1.531, -1.416], [1.988, -1.824, -0.437], [0.558, -2.601, -0.186], [1.056, 1.475, 0.652], [1.110, 0.889, -1.036], [-0.654, 2.607, -0.541], [-1.230, 1.533, 0.899], [-2.433, 1.446, -1.465]],
  "atomic_forces_ev_per_a": [[0.717, 1.092, -3.627], [0.819, -2.992, 2.351], [-1.509, 2.388, -0.125], [-1.266, 5.322, -0.098], [0.248, -0.900, -2.839], [-0.781, 2.274, 1.410], [-0.147, 0.547, -0.099], [-0.192, -2.625, 1.140], [-0.292, 0.906, 0.621], [0.691, -0.084, 0.976], [0.074, 0.048, -0.282], [-0.387, -1.026, 0.547], [1.199, -1.060, -0.237], [0.206, -0.420, 0.050], [0.063, -1.954, 1.168], [0.110, 0.097, -0.514], [0.448, -1.611, -0.442]],
  "charge": 1,
  "homo_ev": -13.6,
  "smiles": "C=C([NH3+])CCC=O"
}

# 7
{
  "formula": "C5H10NO",
  "method": "ωB97M-V/def2-TZVPD",
  "elements": ["C", "C", "C", "C", "N", "C", "O", "H", "H", "H", "H", "H", "H", "H", "H", "H", "H"],
  "xyz": [[1.457, -0.086, 2.400], [1.002, 0.773, 1.494], [1.169, 0.485, -0.013], [-0.204, 0.473, -0.679], [-0.126, -0.080, -2.103], [-1.159, -0.570, 0.015], [-2.183, -0.908, -0.492], [1.485, -1.161, 2.266], [1.896, 0.315, 3.308], [0.688, 1.800, 1.644], [1.645, -0.494, -0.072], [1.753, 1.300, -0.436], [-0.786, 1.393, -0.626], [-0.680, -0.935, -2.207], [-0.408, 0.623, -2.787], [0.845, -0.339, -2.286], [-0.644, -1.096, 0.838]],
  "atomic_forces_ev_per_a": [[0.119, 0.819, 0.466], [0.625, 0.036, -1.555], [-1.804, 0.029, 0.920], [-1.022, -1.560, 0.735], [0.477, 0.665, 0.063], [1.595, -0.408, -0.396], [-0.280, 0.131, 0.034], [0.671, 0.067, -0.446], [-0.934, -0.290, 0.544], [0.613, 0.100, 0.690], [0.172, 0.042, -0.493], [0.421, -0.263, -0.006], [0.475, 0.323, -0.512], [-0.390, 0.260, -0.100], [-0.106, -0.219, -0.208], [0.029, 0.127, -0.170], [-0.660, 0.139, 0.434]],
  "charge": 1,
  "homo_ev": -13.5,
  "smiles": "C=CC[C@@H]([NH3+])C=O"
}

# 8
{
  "formula": "C5H10NO",
  "method": "ωB97M-V/def2-TZVPD",
  "elements": ["C", "C", "C", "C", "C", "N", "O", "H", "H", "H", "H", "H", "H", "H", "H", "H", "H"],
  "xyz": [[-0.729, -0.303, -0.556], [-1.577, -0.219, -1.567], [-0.774, -1.580, 1.040], [1.070, -0.327, 1.051], [0.767, 1.775, -0.324], [0.596, 0.319, -0.315], [0.557, -1.621, 1.188], [-1.419, 0.273, -2.559], [-2.520, -0.820, -1.517], [-1.295, -0.976, 1.792], [-1.296, -2.476, 0.798], [2.152, -0.279, 1.100], [0.680, 0.294, 1.862], [-0.129, 2.281, -0.212], [1.434, 1.887, 0.453], [1.313, 2.002, -1.249], [1.170, -0.231, -0.983]],
  "atomic_forces_ev_per_a": [[-1.318, -2.018, 2.731], [-0.017, -0.388, -0.699], [-1.487, 3.974, -2.492], [-0.599, 0.022, 0.911], [1.705, -1.355, -2.223], [-0.825, -4.018, -0.086], [2.117, 0.579, -0.668], [-0.001, -0.031, 1.169], [1.011, 0.597, 0.087], [0.088, -0.144, -0.091], [0.188, -0.737, -0.357], [0.106, -0.461, -0.263], [-0.237, 0.337, -0.312], [-1.688, 0.837, 0.213], [1.329, 1.281, 1.782], [-0.510, 0.382, 0.209], [0.139, 1.144, 0.089]],
  "charge": 1,
  "homo_ev": -14.4
}

# 9
{
  "formula": "C5H10NO",
  "method": "ωB97M-V/def2-TZVPD",
  "elements": ["O", "C", "C", "C", "C", "C", "N", "H", "H", "H", "H", "H", "H", "H", "H", "H", "H"],
  "xyz": [[0.420, -1.569, -1.020], [-0.623, -1.206, -1.570], [-1.503, -0.169, -1.178], [-1.157, 0.096, 0.366], [0.299, 0.179, 0.798], [1.485, 0.529, 0.101], [0.553, 0.520, 2.173], [-0.752, -1.737, -2.609], [-1.363, 0.801, -1.660], [-2.593, -0.328, -1.313], [-1.932, -0.464, 1.042], [-1.668, 1.029, 0.637], [2.470, 0.378, 0.659], [1.344, 1.350, -0.633], [3.710, 0.224, -0.679], [-0.142, 0.073, 2.838], [1.453, 0.293, 2.047]],
  "atomic_forces_ev_per_a": [[-1.903, 0.776, 0.182], [3.344, -3.774, -4.017], [-1.125, 2.256, 3.664], [-2.248, 0.002, 0.025], [-2.119, 1.734, 2.902], [2.844, 0.708, -0.713], [-6.233, -2.425, -3.404], [-0.462, 0.956, 1.575], [0.525, -0.309, -0.625], [0.755, -0.468, 0.125], [2.256, -0.154, -0.881], [0.786, 0.681, -0.247], [-1.925, 1.200, -0.535], [0.568, -0.846, 0.248], [-1.487, -0.424, -0.227], [1.613, 0.748, -0.529], [4.810, -0.661, 2.457]],
  "charge": 1,
  "homo_ev": -13.0
}

# 10
{
  "formula": "C5H10NO",
  "method": "ωB97M-V/def2-TZVPD",
  "elements": ["C", "C", "C", "C", "C", "N", "O", "H", "H", "H", "H", "H", "H", "H", "H", "H", "H"],
  "xyz": [[1.150, 0.831, -0.134], [-0.377, -1.377, -0.167], [2.485, 0.041, 0.050], [0.319, -1.380, -1.298], [0.084, -0.083, -0.592], [-1.111, 0.845, -0.980], [3.288, 0.034, -0.849], [1.004, 1.447, 0.734], [1.306, 1.554, -1.044], [-1.163, -1.843, 0.387], [-3.349, -0.400, 3.848], [2.699, -0.523, 1.075], [-2.656, -0.116, 4.057], [0.448, -1.885, -2.240], [-1.727, 0.255, -1.598], [-0.861, 1.739, -1.229], [-1.539, 0.860, -0.020]],
  "atomic_forces_ev_per_a": [[2.222, 0.844, -1.632], [0.697, -0.563, -1.577], [0.729, -0.139, 0.322], [-2.079, 0.639, 1.331], [0.398, -0.051, -0.364], [-1.681, -4.632, 2.120], [-0.646, -0.251, 0.957], [-0.628, 0.129, 0.627], [0.212, -1.184, 1.684], [0.162, -0.451, 0.631], [1.027, 0.420, 0.298], [-0.588, 1.033, -1.769], [-1.021, -0.420, -0.309], [0.476, -0.006, 0.036], [0.450, 1.499, 0.338], [0.474, 2.602, -1.402], [-0.205, 0.530, -1.290]],
  "charge": 1,
  "homo_ev": -13.7
}

Looking at F_max for the records above, in order, we have 0.0277, 0.0515, 0.0243, 0.0356, 0.0525, 0.1064, 0.0394, 0.0957, 0.1459, 0.1043 hartree/bohr.
Looking at energy above the lowest of the compared OMol25 structures with the same formula, charge and spin for the records above, in order, we have 24.1, 115.3, 89.3, 37.3, 321.1, 235.7, 254.3, 407.4, 932.1, 516.5 kJ/mol.